DFT (the ωB97M-V functional and the def2-TZVPD basis) results for a 9-piece molecular cluster, C54H135N9 overall in a non-equilibrium geometry.

The relative energy (zero: lowest compared OMol25 entry of this formula, charge and spin) is 140.89 kcal/mol. Its spin multiplicity is 1. For the HOMO-LUMO gap, the calculation gives 8.5 eV. The value obtained for the largest force on an atom is 3.69 eV/Å. The calculation puts the HOMO energy at -7.88 eV. Its total charge is 0. The SMILES is CCN(CC)CC.CCN(CC)CC.CCN(CC)CC.CCN(CC)CC.CCN(CC)CC.CCN(CC)CC.CCN(CC)CC.CCN(CC)CC.CCN(CC)CC.

Last column: Löwdin charge in e.
Geometry (Å):
C: -1.849 14.955 -13.461  -0.06
C: -2.310 14.045 -12.317  -0.27
N: -1.184 13.551 -11.553  -0.16
C: -0.406 12.494 -12.289  -0.24
C: -1.060 11.280 -12.865  -0.11
C: -1.547 13.052 -10.243  -0.25
C: -2.251 14.014 -9.268  -0.06
H: -2.764 15.383 -13.870  0.05
H: -1.336 14.477 -14.296  0.06
H: -1.276 15.716 -12.932  0.08
H: -2.876 14.707 -11.662  0.10
H: -3.064 13.290 -12.542  0.10
H: 0.092 12.880 -13.179  0.09
H: 0.435 12.092 -11.723  0.11
H: -0.347 10.543 -13.236  0.07
H: -1.680 10.811 -12.102  0.06
H: -1.671 11.575 -13.718  0.07
H: -0.581 12.801 -9.805  0.11
H: -2.146 12.166 -10.454  0.07
H: -3.258 14.174 -9.653  0.04
H: -1.727 14.966 -9.182  0.06
H: -2.306 13.611 -8.257  0.07
C: -1.982 18.957 -16.363  -0.08
C: -2.954 17.777 -16.211  -0.28
N: -2.999 16.967 -17.394  -0.18
C: -3.485 17.551 -18.584  -0.27
C: -4.856 18.167 -18.366  -0.08
C: -3.734 15.723 -17.059  -0.25
C: -3.696 14.733 -18.198  -0.11
H: -1.673 19.330 -15.386  0.07
H: -2.437 19.757 -16.947  0.07
H: -1.033 18.605 -16.765  0.08
H: -2.631 17.261 -15.307  0.10
H: -3.897 18.204 -15.871  0.10
H: -2.778 18.337 -18.847  0.11
H: -3.525 16.860 -19.426  0.11
H: -4.723 19.038 -17.724  0.07
H: -5.417 18.565 -19.212  0.07
H: -5.548 17.489 -17.866  0.06
H: -4.759 15.944 -16.760  0.08
H: -3.134 15.298 -16.255  0.09
H: -2.749 14.918 -18.705  0.08
H: -4.518 14.991 -18.865  0.07
H: -3.884 13.680 -17.988  0.08
C: -1.089 4.642 -8.295  -0.10
C: -1.385 4.955 -9.761  -0.24
N: -1.825 6.369 -9.979  -0.17
C: -2.002 6.601 -11.382  -0.29
C: -0.647 6.960 -11.953  -0.07
C: -3.083 6.520 -9.211  -0.23
C: -3.562 7.977 -9.221  -0.09
H: -0.499 5.474 -7.910  0.07
H: -0.466 3.797 -8.003  0.07
H: -1.926 4.434 -7.628  0.07
H: -0.553 4.672 -10.405  0.11
H: -2.210 4.304 -10.051  0.10
H: -2.440 5.774 -11.941  0.11
H: -2.818 7.285 -11.616  0.09
H: -0.837 6.905 -13.025  0.07
H: -0.379 8.011 -11.840  0.06
H: 0.139 6.221 -11.799  0.07
H: -2.830 6.228 -8.191  0.09
H: -3.880 5.881 -9.592  0.12
H: -4.478 8.219 -8.683  0.08
H: -3.538 8.454 -10.200  0.02
H: -2.970 8.639 -8.588  0.06
C: -10.413 15.986 -12.739  -0.08
C: -9.164 15.142 -12.803  -0.28
N: -7.864 15.802 -13.011  -0.18
C: -7.855 16.321 -14.406  -0.22
C: -6.486 16.953 -14.767  -0.09
C: -6.776 14.941 -12.585  -0.25
C: -6.619 15.218 -11.075  -0.08
H: -10.376 16.543 -11.803  0.07
H: -11.332 15.400 -12.718  0.08
H: -10.446 16.780 -13.486  0.06
H: -9.133 14.429 -11.979  0.11
H: -9.260 14.483 -13.666  0.10
H: -8.102 15.513 -15.095  0.11
H: -8.603 17.095 -14.579  0.10
H: -5.730 16.206 -15.008  0.04
H: -6.540 17.513 -15.701  0.05
H: -6.168 17.759 -14.105  0.08
H: -5.791 15.015 -13.047  0.10
H: -7.059 13.896 -12.708  0.09
H: -5.689 14.749 -10.753  0.04
H: -7.402 14.826 -10.427  0.06
H: -6.542 16.294 -10.919  0.08
C: 1.508 12.749 -6.635  -0.09
C: 0.602 11.741 -5.877  -0.23
N: 0.146 10.576 -6.726  -0.17
C: -0.580 9.554 -5.878  -0.24
C: -1.644 10.127 -4.951  -0.09
C: 1.341 9.985 -7.375  -0.26
C: 0.966 8.853 -8.352  -0.09
H: 1.145 12.800 -7.661  0.05
H: 2.587 12.617 -6.701  0.07
H: 1.345 13.765 -6.275  0.06
H: 1.031 11.304 -4.975  0.11
H: -0.290 12.298 -5.591  0.09
H: -1.076 8.969 -6.652  0.09
H: 0.116 8.991 -5.257  0.11
H: -2.600 10.372 -5.415  0.06
H: -2.022 9.290 -4.363  0.07
H: -1.242 10.918 -4.319  0.06
H: 2.005 9.622 -6.590  0.11
H: 1.835 10.695 -8.038  0.10
H: 0.455 8.036 -7.843  0.05
H: 1.717 8.405 -9.003  0.07
H: 0.392 9.272 -9.179  0.07
C: 1.908 15.952 -8.852  -0.06
C: 0.653 16.950 -8.800  -0.27
N: 0.936 18.119 -8.054  -0.18
C: 1.638 18.993 -9.070  -0.25
C: 2.258 20.265 -8.528  -0.10
C: -0.199 18.833 -7.457  -0.26
C: -0.957 17.957 -6.475  -0.09
H: 2.576 16.246 -9.662  0.05
H: 1.738 14.929 -9.188  0.05
H: 2.440 15.973 -7.901  0.07
H: 0.150 17.125 -9.751  0.11
H: -0.035 16.393 -8.164  0.08
H: 2.464 18.464 -9.546  0.10
H: 0.926 19.152 -9.880  0.11
H: 1.571 21.015 -8.137  0.06
H: 2.861 19.878 -7.706  0.08
H: 2.959 20.753 -9.206  0.07
H: -0.928 19.261 -8.145  0.12
H: 0.194 19.708 -6.941  0.10
H: -1.539 17.173 -6.959  0.06
H: -1.574 18.717 -5.996  0.07
H: -0.323 17.466 -5.737  0.08
C: 2.304 11.753 -15.257  -0.08
C: 2.164 11.427 -16.786  -0.23
N: 1.127 12.283 -17.401  -0.17
C: -0.261 12.030 -16.918  -0.22
C: -1.219 13.250 -17.130  -0.10
C: 1.061 12.275 -18.906  -0.23
C: 2.454 12.391 -19.530  -0.10
H: 1.431 11.299 -14.789  0.04
H: 2.523 12.779 -14.961  0.08
H: 3.176 11.308 -14.778  0.06
H: 3.134 11.704 -17.198  0.09
H: 2.047 10.363 -16.992  0.11
H: -0.683 11.152 -17.407  0.11
H: -0.367 11.910 -15.840  0.08
H: -2.162 13.289 -16.585  0.05
H: -0.816 14.232 -16.878  0.08
H: -1.522 13.213 -18.177  0.05
H: 0.560 13.187 -19.231  0.10
H: 0.460 11.424 -19.226  0.11
H: 3.092 11.557 -19.239  0.05
H: 3.010 13.230 -19.111  0.08
H: 2.470 12.476 -20.616  0.07
C: -4.506 12.928 -6.187  -0.08
C: -5.480 13.367 -7.328  -0.21
N: -6.563 14.318 -6.922  -0.19
C: -7.728 13.737 -6.321  -0.28
C: -8.409 12.575 -7.113  -0.09
C: -6.112 15.577 -6.222  -0.23
C: -6.961 16.838 -6.385  -0.08
H: -4.034 13.709 -5.591  0.06
H: -3.667 12.246 -6.327  0.04
H: -5.082 12.410 -5.420  0.07
H: -4.977 13.801 -8.192  0.08
H: -5.915 12.456 -7.741  0.08
H: -7.600 13.442 -5.279  0.11
H: -8.566 14.432 -6.270  0.10
H: -9.429 12.445 -6.751  0.07
H: -8.352 12.857 -8.164  0.06
H: -7.962 11.589 -6.984  0.06
H: -5.163 15.759 -6.726  0.11
H: -5.929 15.169 -5.228  0.11
H: -7.194 16.963 -7.442  0.07
H: -6.470 17.730 -5.995  0.07
H: -7.867 16.796 -5.780  0.06
C: -8.718 8.912 -11.081  -0.10
C: -8.101 10.308 -11.003  -0.23
N: -6.639 10.407 -11.299  -0.16
C: -5.967 11.639 -10.720  -0.18
C: -4.544 11.275 -10.338  -0.07
C: -6.208 9.889 -12.614  -0.24
C: -5.164 8.809 -12.442  -0.11
H: -8.289 8.237 -10.340  0.06
H: -8.647 8.338 -12.005  0.06
H: -9.725 8.907 -10.664  0.07
H: -8.678 10.872 -11.736  0.10
H: -8.297 10.708 -10.008  0.10
H: -6.119 12.491 -11.383  0.09
H: -6.422 11.787 -9.740  0.08
H: -4.339 10.263 -9.987  0.06
H: -3.877 11.575 -11.147  0.05
H: -4.249 11.919 -9.510  0.05
H: -5.708 10.603 -13.268  0.11
H: -6.990 9.378 -13.176  0.10
H: -5.085 8.194 -13.338  0.07
H: -5.381 8.137 -11.612  0.07
H: -4.224 9.337 -12.277  0.05